Arrangement one

This record from OMol25 describes a single C7H10N2O2S molecule. The level of theory is ωB97M-V/def2-TZVPD.

Cartesian coordinates (Å):
C (-0.475, 0.212, 0.752)
C (0.763, 0.568, 1.095)
C (-0.599, -0.564, -0.809)
C (0.503, -0.246, -1.672)
C (-1.695, 0.309, 1.496)
C (1.401, 1.071, 2.390)
C (0.227, -0.458, -3.138)
N (1.540, 0.357, -1.210)
N (1.738, 0.531, 0.090)
O (-1.727, -2.575, 0.517)
O (-1.903, -0.690, -1.297)
S (-1.301, -2.189, -0.799)
H (-2.502, 0.415, 0.803)
H (-1.831, 1.139, 2.191)
H (-1.813, -0.706, 2.067)
H (0.655, 1.708, 3.020)
H (2.168, 1.792, 2.088)
H (1.915, 0.288, 2.894)
H (0.234, -1.554, -3.378)
H (0.980, -0.248, -3.949)
H (-0.793, -0.190, -3.398)
H (2.516, 1.030, 0.246)

As for the HOMO energy: -7.77 eV. The total charge is 0. The multiplicity is 1. The value obtained for the HOMO-LUMO gap is 8.5742 eV.

---

Arrangement two

This record from OMol25 describes a single C7H10N2O2S molecule. The level of theory is ωB97M-V/def2-TZVPD.

Cartesian coordinates (Å):
C (-0.006, 0.418, 2.448)
C (0.009, 1.767, 1.768)
S (1.552, 1.922, 0.719)
O (2.656, 1.369, 1.523)
C (0.920, 0.757, -0.454)
C (1.696, -0.382, -0.617)
C (1.157, -1.559, -1.076)
N (-0.133, -1.687, -1.429)
C (-1.404, -2.104, -1.168)
O (-2.096, -3.046, -1.037)
N (-1.238, -0.747, -1.158)
C (-1.634, 0.178, -2.194)
H (-0.724, 0.399, 3.266)
H (-0.260, -0.367, 1.738)
H (0.986, 0.215, 2.855)
H (0.079, 2.577, 2.493)
H (-0.832, 1.922, 1.099)
H (2.744, -0.412, -0.324)
H (1.724, -2.475, -1.148)
H (-1.574, -0.266, -3.192)
H (-2.657, 0.485, -1.990)
H (-0.962, 1.033, -2.122)

As for the HOMO energy (alpha / beta): -8.23 / -8.23 eV. The total charge is 0. The multiplicity is 1. The value obtained for the HOMO-LUMO gap (alpha / beta) is 7.1292 / 7.1297 eV. Its structure (SMILES) is CCS(=O)#C/C=C\N1C(=O)N1C.

---

Arrangement three

This record from OMol25 describes a single C7H10N2O2S molecule. The level of theory is ωB97M-V/def2-TZVPD.

Cartesian coordinates (Å):
C (-0.241, 2.284, -0.517)
C (-0.081, 0.748, -0.701)
C (1.162, -0.015, -0.371)
C (1.377, -1.391, -0.549)
C (2.652, -1.790, -0.128)
S (3.578, -0.561, 0.553)
C (2.236, 0.576, 0.160)
N (-1.160, 0.059, 0.141)
O (-1.005, 0.357, 1.426)
C (-1.896, -1.093, -0.029)
N (-2.735, -1.279, 1.048)
O (-1.944, -1.621, -1.137)
H (-1.259, 2.591, -0.877)
H (-0.204, 2.759, 0.504)
H (0.632, 2.659, -1.118)
H (-0.411, 0.472, -1.758)
H (0.735, -1.915, -1.188)
H (3.053, -2.793, -0.133)
H (2.496, 1.644, 0.359)
H (-1.332, 1.231, 1.576)
H (-2.175, -0.885, 1.822)
H (-3.477, -2.036, 0.915)

As for the HOMO energy: -8.74 eV. The total charge is 0. The multiplicity is 1. The value obtained for the HOMO-LUMO gap is 9.2907 eV. Its structure (SMILES) is C[C@@H](c1ccsc1)N(O)C(N)=O.

---

Calculated relative energies: arrangement one 1.416; arrangement two 4.001; arrangement three 0.000, given in eV